ORCA calculation (the ωB97M-V functional and the def2-TZVPD basis) on a 9-piece molecular cluster, C34H62Cl2F8O8 overall at a distorted geometry.

Values from the calculation:
F_max in eV/Å: 3.99
SMILES string: FC(F)C(F)(F)COC(F)(F)C(F)F.C1CCOC1.C1CCOC1.C1CCOC1.C1CCOC1.C1CCOC1.C1CCOC1.C1CCOC1.ClCCl
M in g/mol: 821.75
Orbital gap in Ha: 0.357

The geometry in XYZ format:
```
114
Properties=species:S:1:pos:R:3:lowdin_charge:R:1
F -24.3693 -26.6867 -9.7930 0.1209
C -23.4382 -27.1691 -9.0108 -0.3996
F -22.3415 -26.9157 -9.6619 0.1316
C -23.4956 -26.5972 -7.6013 -0.3671
F -22.5417 -27.2068 -6.8609 0.1215
F -24.6660 -26.8915 -6.9329 0.0923
C -23.4702 -24.9675 -7.6894 -0.0519
O -23.6202 -24.3468 -6.4467 0.0115
C -22.3958 -23.8788 -5.9173 -0.5529
F -21.5321 -24.8062 -6.0150 0.2126
F -22.0215 -22.8881 -6.7621 0.1342
C -22.4485 -23.4237 -4.4129 -0.2577
F -22.6182 -24.5119 -3.6264 0.0905
F -21.3496 -22.7492 -3.9930 0.0934
H -23.6373 -28.2408 -9.0087 0.1730
H -24.2770 -24.5417 -8.2860 0.1253
H -22.5459 -24.7662 -8.2307 0.1200
H -23.3261 -22.8136 -4.1991 0.1529
C -28.4084 -25.1931 -16.1495 -0.1929
C -29.7281 -25.4781 -16.7087 -0.1860
C -29.6853 -24.9855 -18.1964 -0.1756
O -28.3197 -25.2206 -18.5502 -0.1602
C -27.4645 -24.9552 -17.3825 -0.1332
H -28.0670 -26.0349 -15.5471 0.0987
H -28.3462 -24.3579 -15.4519 0.0842
H -30.5596 -24.8970 -16.3098 0.1083
H -29.8872 -26.5447 -16.5503 0.1125
H -29.8752 -23.9154 -18.2790 0.1097
H -30.4121 -25.4962 -18.8282 0.1175
H -27.0850 -23.9349 -17.4370 0.1065
H -26.6279 -25.6503 -17.3109 0.1118
C -28.9259 -20.2296 -15.4373 -0.1721
C -30.0696 -19.6465 -14.6411 -0.1706
C -29.5589 -19.6212 -13.2024 -0.2322
O -29.0306 -20.8683 -13.1817 -0.1351
C -28.4270 -21.2063 -14.4332 -0.2088
H -28.1758 -19.5053 -15.7551 0.1167
H -29.3288 -20.6950 -16.3368 0.1148
H -31.0423 -20.1168 -14.7851 0.1192
H -30.2822 -18.6479 -15.0226 0.1093
H -30.3292 -19.4851 -12.4433 0.1196
H -28.8012 -18.8519 -13.0538 0.1154
H -28.7563 -22.1924 -14.7607 0.1088
H -27.3398 -21.1379 -14.4699 0.1107
C -26.8595 -21.6364 -7.2349 -0.2065
C -27.4846 -21.7770 -5.8798 -0.1729
C -26.4833 -22.6175 -5.0991 -0.1642
O -25.2044 -22.3171 -5.7213 -0.1549
C -25.4385 -21.5405 -6.9198 -0.1955
H -27.2520 -20.8218 -7.8436 0.1169
H -27.0616 -22.5965 -7.7097 0.1089
H -28.3813 -22.3966 -5.8717 0.1082
H -27.6578 -20.8204 -5.3866 0.1173
H -26.6998 -23.6852 -5.1338 0.1205
H -26.4575 -22.3250 -4.0494 0.1156
H -24.8211 -21.9402 -7.7243 0.1137
H -25.3287 -20.4727 -6.7304 0.1256
C -23.5535 -20.0900 -13.1162 -0.1956
C -24.8258 -19.8691 -12.4410 -0.2116
C -25.1959 -18.4232 -12.7452 -0.1732
O -24.1746 -17.9169 -13.6466 -0.1282
C -23.5874 -19.0935 -14.2713 -0.1658
H -23.5939 -21.1289 -13.4433 0.0991
H -22.6617 -19.9711 -12.5009 0.1189
H -24.7776 -20.0095 -11.3612 0.1111
H -25.5656 -20.5397 -12.8782 0.0935
H -25.3492 -17.9083 -11.7968 0.1199
H -26.1593 -18.4860 -13.2511 0.0991
H -22.6033 -18.9094 -14.7024 0.1192
H -24.2146 -19.3947 -15.1103 0.1157
C -30.3364 -27.3168 -11.0841 -0.1649
C -29.7856 -26.9331 -12.4961 -0.1326
C -29.2145 -28.2728 -13.0176 -0.1783
O -29.2891 -29.1804 -11.8888 -0.1462
C -29.5447 -28.4519 -10.7039 -0.2610
H -31.3897 -27.5923 -11.1364 0.1234
H -30.1041 -26.4764 -10.4300 0.1116
H -28.9064 -26.3060 -12.3484 0.0786
H -30.4809 -26.4831 -13.2048 0.1064
H -28.1830 -28.1219 -13.3356 0.1048
H -29.7865 -28.7554 -13.8102 0.1123
H -28.5858 -28.3625 -10.1933 0.1227
H -30.0590 -29.1897 -10.0881 0.1247
C -25.4317 -23.4681 -11.9049 -0.1479
C -26.8966 -23.7921 -12.0132 -0.1630
C -27.3536 -24.0700 -10.5649 -0.1604
O -26.2394 -23.7357 -9.7435 -0.1705
C -25.2414 -22.9994 -10.4564 -0.1750
H -25.0165 -22.8665 -12.7134 0.0956
H -24.9407 -24.4395 -11.9633 0.1115
H -27.2184 -24.5823 -12.6915 0.0951
H -27.5288 -22.9918 -12.3980 0.0863
H -27.6048 -25.1294 -10.5129 0.1122
H -28.1505 -23.3573 -10.3524 0.1054
H -24.1974 -23.1248 -10.1692 0.1052
H -25.6501 -21.9955 -10.3412 0.1097
C -20.3856 -23.1168 -12.0063 -0.1626
C -21.1725 -24.1818 -12.7180 -0.1550
C -21.5046 -25.0708 -11.4839 -0.2333
O -21.7870 -24.1128 -10.5425 -0.1914
C -21.1886 -22.8457 -10.7126 -0.1590
H -20.2654 -22.3160 -12.7360 0.1116
H -19.4624 -23.5808 -11.6591 0.1161
H -20.5844 -24.7714 -13.4213 0.1169
H -22.0918 -23.7509 -13.1147 0.1063
H -20.5748 -25.5543 -11.1841 0.1203
H -22.3373 -25.7568 -11.6392 0.1139
H -20.7081 -22.6149 -9.7619 0.1232
H -22.0324 -22.1673 -10.8383 0.1002
Cl -30.8450 -19.7168 -7.9199 0.5400
C -30.3529 -20.8389 -9.1300 -1.0465
Cl -30.7712 -22.4551 -8.4746 0.4737
H -30.8508 -20.6792 -10.0863 0.0240
H -29.2789 -20.8288 -9.3160 0.0133
```